The following is a DFT calculation (the ωB97M-V functional and the def2-TZVPD basis) of a structure of composition C35H41KN4O2Si2.

Properties
orbital gap = 5.4 eV
HOMO energy = -5.873 eV
ΔE to the lowest compared entry with this formula, charge and spin = 0.00 kJ/mol
lowest unoccupied orbital energy = -0.441 eV
charge = 0

Geometry (Å):
1 K -1.049 -0.011 0.527
2 C -1.152 -4.665 3.161
3 O -1.539 -3.596 4.056
4 C -1.355 -2.455 3.359
5 N -0.986 -2.523 2.150
6 C -0.851 -3.949 1.821
7 C 0.502 -4.304 1.253
8 C 1.586 -3.444 1.350
9 C 2.817 -3.811 0.821
10 C 2.972 -5.038 0.195
11 C 1.889 -5.902 0.098
12 C 0.661 -5.534 0.623
13 C -1.593 -1.206 4.116
14 C -2.037 -1.243 5.432
15 C -2.201 -0.047 6.102
16 C -1.918 1.137 5.451
17 C -1.491 1.076 4.129
18 N -1.323 -0.071 3.472
19 C -1.147 2.311 3.384
20 N -0.856 2.375 2.154
21 C -0.627 3.797 1.849
22 C -0.607 4.461 3.241
23 O -1.151 3.446 4.116
24 C 0.625 4.062 1.051
25 C 0.789 5.313 0.464
26 C 1.929 5.602 -0.267
27 C 2.913 4.636 -0.426
28 C 2.751 3.387 0.153
29 C 1.613 3.101 0.895
30 H -1.975 -5.374 3.106
31 H -0.270 -5.152 3.577
32 H -1.607 -4.194 1.071
33 H 1.458 -2.473 1.811
34 H 3.653 -3.127 0.883
35 H 3.929 -5.317 -0.225
36 H 1.999 -6.857 -0.399
37 H -0.189 -6.199 0.520
38 H -2.234 -2.193 5.906
39 H -2.541 -0.038 7.129
40 H -2.018 2.094 5.940
41 H -1.485 4.148 1.266
42 H -1.225 5.351 3.321
43 H 0.409 4.681 3.569
44 H 0.005 6.057 0.557
45 H 2.041 6.575 -0.729
46 H 3.797 4.852 -1.012
47 H 3.500 2.619 0.013
48 H 1.483 2.115 1.325
49 C -0.595 -2.798 -1.537
50 Si -0.926 -1.484 -2.856
51 C -2.758 -1.646 -3.284
52 C 0.008 -2.113 -4.377
53 C -0.431 0.191 -2.350
54 C 0.974 0.275 -1.941
55 C 1.980 0.842 -2.764
56 C 3.302 0.826 -2.388
57 C 3.659 0.244 -1.172
58 C 2.635 -0.262 -0.398
59 N 1.346 -0.242 -0.740
60 Si -1.185 1.677 -3.079
61 C -0.845 2.074 -4.905
62 C -0.627 3.213 -2.129
63 C -3.072 1.667 -2.959
64 H -0.879 -3.789 -1.907
65 H -1.163 -2.615 -0.620
66 H 0.460 -2.830 -1.260
67 H -2.988 -2.703 -3.443
68 H -3.018 -1.114 -4.203
69 H -3.411 -1.274 -2.491
70 H -0.261 -3.145 -4.619
71 H 1.088 -2.079 -4.207
72 H -0.205 -1.493 -5.252
73 H 1.690 1.246 -3.725
74 H 4.059 1.242 -3.043
75 H 4.687 0.189 -0.839
76 H 2.858 -0.702 0.572
77 H 0.196 2.361 -5.074
78 H -1.471 2.906 -5.242
79 H -1.058 1.214 -5.546
80 H 0.463 3.284 -2.080
81 H -0.997 3.186 -1.100
82 H -1.003 4.129 -2.594
83 H -3.539 0.976 -3.663
84 H -3.441 2.671 -3.189
85 H -3.422 1.404 -1.957

Cartesian forces (eV/Å) of the 2 atoms listed first:
K 0.11 -0.07 -0.02
C 0.01 0.00 0.00


The following is a DFT calculation (the ωB97M-V functional and the def2-TZVPD basis) of a cluster of 5 separate species, C35H41N2O18P in total at a distorted geometry.

Properties
orbital gap = 7.1 eV
structure (SMILES) = CCCCCCCCCCOC(=O)N[PH2]=N.O=C1C=C(O)C(=O)C=C1O.O=C1C=C(O)C(=O)C=C1O.O=C1C=C(O)C(=O)C=C1O.O=C1C=C(O)C(=O)C=C1O
HOMO energy = -8.926 eV
lowest unoccupied orbital energy = -1.848 eV
charge = 0

Geometry (Å):
1 C 4.873 -0.620 0.261
2 C 3.474 -0.875 -0.345
3 C 3.489 -0.355 -1.777
4 C 2.230 -0.656 -2.598
5 C 0.889 -0.377 -1.890
6 C -0.170 -1.397 -2.330
7 C 0.080 -2.767 -1.675
8 C -1.187 -3.622 -1.485
9 C -1.752 -3.603 -0.054
10 C -2.854 -2.603 0.182
11 O -2.533 -1.275 -0.309
12 C -3.485 -0.782 -1.108
13 O -3.773 -1.254 -2.122
14 N -4.112 0.370 -0.607
15 P -2.906 1.573 -0.187
16 N -2.202 2.195 -1.443
17 H 5.068 0.447 0.315
18 H 5.607 -1.032 -0.427
19 H 4.996 -1.087 1.233
20 H 3.320 -1.949 -0.280
21 H 2.778 -0.346 0.298
22 H 4.315 -0.862 -2.273
23 H 3.737 0.704 -1.737
24 H 2.264 -0.002 -3.469
25 H 2.304 -1.664 -2.995
26 H 0.528 0.582 -2.258
27 H 0.955 -0.285 -0.811
28 H -0.102 -1.510 -3.410
29 H -1.144 -0.981 -2.103
30 H 0.585 -2.633 -0.720
31 H 0.746 -3.311 -2.336
32 H -0.897 -4.652 -1.684
33 H -1.941 -3.391 -2.231
34 H -2.184 -4.584 0.134
35 H -0.931 -3.498 0.651
36 H -3.796 -2.925 -0.213
37 H -2.983 -2.505 1.256
38 H -4.580 0.769 -1.422
39 H -3.623 2.558 0.490
40 H -1.986 0.969 0.684
41 H -1.204 2.009 -1.382
42 O -7.047 1.804 6.925
43 C -6.376 1.827 5.911
44 C -6.854 1.346 4.621
45 C -6.052 1.388 3.550
46 O -6.443 0.958 2.351
47 C -4.652 1.922 3.636
48 O -3.969 1.916 2.626
49 C -4.180 2.422 4.916
50 C -4.983 2.383 5.988
51 O -4.604 2.828 7.179
52 H -7.863 0.962 4.573
53 H -5.685 1.087 1.747
54 H -3.176 2.818 4.960
55 H -5.365 2.683 7.777
56 O -5.443 -3.267 1.138
57 C -6.468 -3.171 1.791
58 C -6.692 -3.892 3.034
59 C -7.849 -3.749 3.694
60 O -8.104 -4.382 4.833
61 C -8.942 -2.856 3.184
62 O -9.975 -2.784 3.823
63 C -8.708 -2.116 1.952
64 C -7.550 -2.256 1.294
65 O -7.289 -1.600 0.167
66 H -5.898 -4.533 3.391
67 H -9.004 -4.108 5.098
68 H -9.495 -1.463 1.603
69 H -6.393 -1.873 -0.110
70 O 12.067 1.193 2.604
71 C 11.172 0.826 1.866
72 C 11.233 -0.399 1.080
73 C 10.215 -0.732 0.277
74 O 10.219 -1.839 -0.460
75 C 8.993 0.130 0.153
76 O 8.111 -0.221 -0.609
77 C 8.922 1.343 0.956
78 C 9.939 1.674 1.762
79 O 9.924 2.768 2.517
80 H 12.119 -1.011 1.175
81 H 9.371 -1.840 -0.948
82 H 8.030 1.947 0.871
83 H 10.775 2.773 2.999
84 O 4.409 5.012 -7.200
85 C 3.738 4.473 -6.339
86 C 2.536 3.704 -6.624
87 C 1.838 3.152 -5.622
88 O 0.736 2.439 -5.828
89 C 2.261 3.305 -4.190
90 O 1.574 2.792 -3.327
91 C 3.476 4.056 -3.907
92 C 4.174 4.604 -4.909
93 O 5.291 5.298 -4.707
94 H 2.240 3.602 -7.658
95 H 0.423 2.158 -4.945
96 H 3.780 4.145 -2.873
97 H 5.593 5.584 -5.591

Cartesian forces (eV/Å) of the 2 atoms listed first:
C -0.39 -0.24 -0.61
C 1.39 0.40 0.55


The following is a DFT calculation (the ωB97M-V functional and the def2-TZVPD basis) of a structure of composition C35H42AsF8N2P2Ti at a distorted geometry.

Properties
orbital gap (spin up / spin down) = 6.5 / 6.5 eV
HOMO energy (spin up / spin down) = -7.247 / -7.262 eV
ΔE to the lowest compared entry with this formula, charge and spin = 125.38 kJ/mol
lowest unoccupied orbital energy (spin up / spin down) = -0.721 / -0.784 eV
charge = 0
multiplicity = 2
expectation value of S² = 0.756

Geometry (Å):
1 Ti 0.952 -0.581 -0.550
2 C -2.329 -0.700 2.596
3 C -1.165 -1.532 3.126
4 C -1.573 -3.004 3.172
5 P 0.391 -1.164 2.117
6 C 1.661 -2.063 3.200
7 C 2.052 -3.411 2.584
8 C 2.950 -1.281 3.473
9 C 0.582 0.574 2.642
10 C 0.673 0.953 3.977
11 C 0.842 2.275 4.345
12 C 0.957 3.242 3.354
13 C 0.878 2.896 2.022
14 C 0.667 1.556 1.628
15 N 0.445 1.185 0.325
16 C 0.370 2.172 -0.675
17 C 1.445 2.974 -1.067
18 C 1.274 3.917 -2.063
19 C 0.041 4.095 -2.664
20 C -1.048 3.323 -2.288
21 C -0.918 2.344 -1.303
22 P -2.220 1.248 -0.562
23 C -3.339 2.539 0.240
24 C -2.607 3.164 1.425
25 C -3.877 3.644 -0.664
26 C -3.343 0.570 -1.922
27 C -2.961 -0.906 -2.083
28 C -3.315 1.264 -3.281
29 H -3.211 -0.836 3.226
30 H -2.575 -1.004 1.578
31 H -2.073 0.357 2.585
32 H -0.927 -1.205 4.143
33 H -2.019 -3.314 2.226
34 H -2.327 -3.148 3.948
35 H -0.734 -3.661 3.400
36 H 1.152 -2.240 4.154
37 H 2.373 -3.283 1.550
38 H 1.237 -4.135 2.604
39 H 2.887 -3.840 3.141
40 H 2.778 -0.224 3.650
41 H 3.638 -1.372 2.635
42 H 3.446 -1.696 4.353
43 H 0.603 0.198 4.752
44 H 0.887 2.551 5.389
45 H 1.089 4.281 3.628
46 H 0.963 3.662 1.267
47 H 2.416 2.828 -0.611
48 H 2.111 4.533 -2.366
49 H -0.077 4.836 -3.444
50 H -1.996 3.487 -2.778
51 H -4.185 1.955 0.620
52 H -1.767 3.772 1.085
53 H -2.218 2.407 2.104
54 H -3.283 3.806 1.994
55 H -3.067 4.273 -1.030
56 H -4.556 4.281 -0.092
57 H -4.433 3.242 -1.510
58 H -4.349 0.636 -1.491
59 H -1.982 -0.982 -2.557
60 H -3.690 -1.437 -2.698
61 H -2.893 -1.404 -1.115
62 H -2.335 1.149 -3.747
63 H -3.550 2.323 -3.199
64 H -4.060 0.811 -3.939
65 F 0.078 -5.913 0.620
66 C 0.401 -4.936 -0.244
67 C 0.076 -3.632 0.069
68 C 0.439 -2.592 -0.771
69 C 1.059 -2.909 -2.011
70 C 1.383 -4.245 -2.264
71 F 2.002 -4.596 -3.412
72 C 1.078 -5.270 -1.400
73 C 1.274 -1.805 -2.937
74 C 1.975 -1.876 -4.143
75 C 1.997 -0.796 -4.998
76 C 1.285 0.348 -4.648
77 C 0.658 0.383 -3.428
78 N 0.667 -0.635 -2.550
79 H -0.434 -3.445 1.001
80 H 1.351 -6.289 -1.629
81 H 2.511 -2.772 -4.406
82 H 2.545 -0.851 -5.928
83 H 1.242 1.203 -5.306
84 H 0.113 1.267 -3.133
85 F 2.788 -0.007 0.853
86 As 3.997 -0.223 -0.441
87 F 4.605 1.350 -0.076
88 F 2.779 0.497 -1.525
89 F 5.051 -0.411 -1.780
90 F 3.224 -1.785 -0.724
91 F 5.100 -0.961 0.656

Cartesian forces (eV/Å) of the 2 atoms listed first:
Ti 0.25 1.18 2.74
C 0.10 -0.01 0.13


no.,DFT total energy (eV)
1,-79099.0815
2,-86081.1688
3,-164233.3368